This record from the OMol25 dataset describes a structure of composition C36H89F6N7O11Sr in a non-equilibrium geometry. The level of theory is the ωB97M-V functional and the def2-TZVPD basis.

Structure (XYZ):
```
150
Properties=species:S:1:pos:R:3:lowdin_charge:R:1
Sr 2.9370 -2.7072 1.1332 1.575
C 4.0970 -2.2230 -1.9988 -0.409
O 3.7560 -1.2435 -1.0035 -0.220
O 4.5122 -3.3278 -1.2019 -0.303
C 2.8725 -2.5065 -2.9440 -0.538
F 1.6345 -2.6060 -2.2693 0.062
F 2.7500 -1.5435 -3.8092 0.165
F 2.9945 -3.5961 -3.6974 0.149
C 3.2647 0.0428 -1.4033 -0.248
C 3.4147 0.9545 -0.2151 -0.084
H 4.4577 1.2616 -0.1371 0.067
H 2.9454 1.9358 -0.2855 0.069
H 3.0191 0.4322 0.6559 0.063
H 2.1951 0.0422 -1.6132 0.111
H 3.8127 0.5079 -2.2227 0.129
H 4.9433 -1.8125 -2.5496 0.149
C -0.3784 -0.4798 1.0138 -0.382
O -1.5716 -0.9891 0.3729 -0.116
O 0.7178 -1.3300 0.8728 -0.317
C -0.3188 1.0914 0.6847 -0.575
F -1.5040 1.5462 0.7846 0.204
F 0.5212 1.6826 1.5550 0.115
F 0.1600 1.4708 -0.5558 0.100
C -1.6643 -0.9453 -1.0414 -0.297
C -2.8689 -1.6700 -1.3655 -0.084
H -3.7439 -1.4935 -0.7400 0.090
H -3.2291 -1.3088 -2.3288 0.061
H -2.6224 -2.7314 -1.3376 0.074
H -0.7892 -1.2798 -1.5985 0.126
H -1.8728 0.1057 -1.2414 0.105
H -0.7152 -0.5736 2.0461 0.123
C 0.2290 -2.7127 -6.6600 -0.016
C -1.0174 -2.2559 -5.7092 -0.383
C -1.8604 -1.3085 -6.4610 -0.236
O -1.0214 -0.2624 -6.9846 -0.185
C -1.6930 0.6704 -7.7938 -0.114
N -1.8359 -3.3763 -5.2074 0.037
H 0.7905 -3.5289 -6.2054 0.054
H 0.9934 -1.9369 -6.7047 0.065
H -0.1490 -2.9550 -7.6532 0.071
H -0.6579 -1.8404 -4.7678 0.131
H -2.7277 -1.0426 -5.8566 0.115
H -2.3732 -1.7733 -7.3031 0.122
H -2.6639 0.9674 -7.3972 0.075
H -2.0156 0.0995 -8.6645 0.082
H -1.1588 1.5754 -8.0831 0.091
H -2.3789 -3.1673 -4.3818 0.057
H -2.4714 -3.8490 -5.8341 0.070
C -3.1419 5.5146 1.1339 -0.065
C -1.9152 5.9597 2.0071 -0.372
C -0.9584 6.6838 1.0131 -0.213
O -0.4987 5.9282 -0.1142 -0.165
C 0.2377 4.8063 0.3566 -0.110
N -2.4259 6.9838 3.0282 0.031
H -2.9065 4.7183 0.4279 0.069
H -3.4750 6.3942 0.5830 0.075
H -4.0932 5.2283 1.5824 0.065
H -1.4526 5.0729 2.4404 0.110
H -0.1285 7.0724 1.6034 0.114
H -1.4633 7.5688 0.6258 0.124
H -0.4965 4.1379 0.8062 0.068
H 1.0992 5.0583 0.9752 0.073
H 0.7508 4.2382 -0.4194 0.088
H -3.0915 6.4997 3.6136 0.056
H -1.7258 7.4172 3.6132 0.055
C 6.7173 -1.4153 3.3806 -0.054
C 5.2911 -1.6564 3.0421 -0.450
C 4.2413 -0.8895 3.8573 -0.201
O 3.0629 -1.5175 3.5086 -0.300
C 1.8956 -0.9853 4.2057 -0.038
N 5.0258 -1.4306 1.6321 -0.046
H 7.1276 -0.4605 3.0516 0.074
H 7.3815 -2.1728 2.9645 0.088
H 6.8741 -1.6633 4.4304 0.090
H 5.0708 -2.7020 3.2569 0.136
H 4.1099 0.1147 3.4544 0.114
H 4.4564 -0.9133 4.9256 0.143
H 1.8583 -1.0818 5.2907 0.090
H 1.1872 -1.6892 3.7688 0.083
H 1.5988 0.0429 3.9984 0.100
H 5.8241 -1.8599 1.1864 0.098
H 5.4930 -0.5364 1.5849 0.073
C -0.9685 -5.1732 1.1398 -0.049
C 0.1331 -5.4245 0.1137 -0.423
C -0.4107 -5.8006 -1.2651 -0.210
O 0.5660 -6.1383 -2.2132 -0.170
C 0.5036 -5.4178 -3.4206 -0.112
N 0.9837 -4.2366 0.1126 -0.021
H -1.6285 -4.3673 0.8189 0.076
H -0.6208 -4.8345 2.1157 0.075
H -1.5259 -6.1000 1.2760 0.079
H 0.6492 -6.3628 0.3170 0.140
H -0.8788 -4.8527 -1.5305 0.117
H -1.1326 -6.6173 -1.2648 0.137
H 1.4054 -5.6250 -3.9967 0.089
H 0.3909 -4.3366 -3.3411 0.062
H -0.3437 -5.8483 -3.9542 0.085
H 0.4288 -3.4074 -0.0439 0.040
H 1.1697 -4.3295 -0.8758 0.050
C -6.7383 0.0333 -3.2759 -0.086
C -6.5538 1.4706 -3.3293 -0.526
C -5.7664 2.0879 -4.4212 -0.165
O -4.5099 1.4392 -4.8684 -0.182
C -3.3961 1.5782 -3.9924 -0.093
N -7.8684 2.0278 -3.1515 0.045
H -7.3404 -0.2346 -4.1441 0.088
H -7.2413 -0.4299 -2.4270 0.090
H -5.8666 -0.5450 -3.5822 0.075
H -5.9948 1.7133 -2.4256 0.132
H -5.7734 3.1507 -4.1794 0.129
H -6.3992 2.1062 -5.3085 0.121
H -2.6112 1.3161 -4.7018 0.079
H -3.3957 0.8543 -3.1775 0.065
H -3.1851 2.5917 -3.6512 0.094
H -8.1426 2.4330 -4.0351 0.068
H -8.5289 1.3205 -2.8623 0.068
C 5.5710 2.4093 4.1779 -0.051
C 5.3578 2.6008 2.6269 -0.393
C 4.8443 3.9726 1.9565 -0.125
O 3.6564 4.6227 2.5197 -0.172
C 2.6189 3.6713 2.6292 -0.135
N 6.5840 2.0583 2.0153 0.032
H 6.2757 3.1122 4.6223 0.071
H 6.0412 1.4740 4.4816 0.063
H 4.6180 2.6850 4.6295 0.069
H 4.5848 1.8523 2.4529 0.072
H 4.6441 3.7763 0.9032 0.106
H 5.6555 4.6988 1.9051 0.117
H 2.8943 2.8585 3.3012 0.066
H 2.4159 3.2390 1.6494 0.065
H 1.7396 4.1170 3.0943 0.098
H 7.3879 2.5397 2.3922 0.074
H 6.6290 2.3166 1.0399 0.065
C -3.7652 0.4076 5.8583 -0.051
C -3.1138 -0.1721 4.6052 -0.480
C -2.2155 -1.3745 4.9191 -0.148
O -1.1850 -1.0598 5.8970 -0.197
C -0.6951 -2.1469 6.5844 -0.158
N -4.1004 -0.5466 3.6874 0.031
H -4.0817 1.4438 5.7391 0.073
H -3.0668 0.3704 6.6944 0.070
H -4.6496 -0.1334 6.1947 0.079
H -2.5599 0.6143 4.0924 0.131
H -1.7634 -1.7042 3.9837 0.112
H -2.8067 -2.1866 5.3421 0.125
H -1.5046 -2.7427 7.0061 0.084
H -0.2859 -1.8288 7.5433 0.091
H -0.0282 -2.7786 5.9976 0.082
H -4.6078 0.2936 3.4492 0.085
H -3.7428 -0.9776 2.8469 0.075
```

Summary:
Calculated total energy ... -3265.652532 Eh
Frontier orbital gap ... 7.688 eV
HOMO level ... -7.97 eV
Energy above the lowest of the compared OMol25 structures with the same formula, charge and spin ... 456.45 kJ/mol

This record from the OMol25 dataset describes a structure of composition C36H90N6O20PbS2Ti in a non-equilibrium geometry. The level of theory is the ωB97M-V functional and the def2-TZVPD basis.

Structure (XYZ):
```
156
Properties=species:S:1:pos:R:3:lowdin_spin:R:1
Pb -0.4687 0.9730 -0.2595 0.002
Ti 1.1003 -0.4254 -3.5636 2.492
S -1.7930 -0.4326 -2.7258 0.015
O -3.1123 -0.4107 -3.3304 0.001
O -0.9863 -1.3756 -3.4872 0.073
O -1.1724 0.9207 -2.7400 0.016
O -1.7983 -0.7698 -1.3225 0.005
S 2.6322 1.1006 -0.7598 0.007
O 3.7583 0.2689 -0.3227 0.001
O 1.6043 0.3123 -1.4393 0.051
O 1.9341 1.7320 0.3612 0.001
O 3.1571 2.1721 -1.6076 0.003
C 3.5566 -1.9582 -2.6170 0.032
O 2.5614 -2.3214 -3.5793 0.058
C 2.1726 -3.6635 -3.3556 0.012
C 1.1539 -3.9872 -2.2345 0.011
N -0.2378 -3.8957 -2.6745 0.005
C -1.0455 -4.1964 -1.4585 0.001
C -1.0850 -5.7651 -1.2505 0.000
O -2.1153 -6.2925 -2.1455 0.000
C -2.2791 -7.7013 -1.9044 0.000
H 3.0795 -1.9774 -1.6371 0.002
H 3.8878 -0.9403 -2.8227 0.010
H 4.3468 -2.7089 -2.6287 0.004
H 3.0026 -4.3629 -3.4549 0.001
H 1.6313 -3.7334 -4.2991 0.004
H 1.3412 -3.2635 -1.4412 0.005
H 1.4579 -4.9031 -1.7278 0.000
H -0.4221 -2.9201 -2.8594 0.006
H -2.0158 -3.7413 -1.6573 0.000
H -0.7551 -3.5960 -0.5964 0.000
H -1.4322 -6.0240 -0.2503 0.000
H -0.0991 -6.2089 -1.3887 0.000
H -2.4748 -7.8501 -0.8425 0.000
H -1.3516 -8.2104 -2.1667 0.000
H -3.1222 -8.0280 -2.5131 0.000
C 0.4162 4.3729 -0.5486 0.000
O -0.6026 3.3845 -0.4763 0.000
C -1.8941 3.9676 -0.4328 0.000
C -2.9417 2.8935 -0.6371 0.000
N -2.7411 1.6943 0.2621 0.000
C -3.1012 2.0051 1.6357 0.000
C -1.8804 2.4413 2.4835 0.000
O -0.6521 1.7591 2.1463 0.000
C 0.4326 2.1510 2.9472 0.000
H 0.4482 5.0164 0.3305 0.000
H 0.4381 4.9604 -1.4664 0.000
H 1.4311 3.9801 -0.6097 0.000
H -1.9684 4.8481 -1.0709 0.000
H -2.1527 4.3522 0.5538 0.000
H -2.8215 2.5522 -1.6653 0.000
H -3.9389 3.3324 -0.6045 0.000
H -3.3911 0.9685 -0.0041 0.000
H -3.6385 1.1296 2.0002 0.000
H -3.8255 2.8194 1.6569 0.000
H -2.0527 2.3012 3.5507 0.000
H -1.7802 3.5240 2.4072 0.000
H 0.2378 1.9548 4.0016 0.000
H 0.5846 3.2302 2.9284 0.000
H 1.3473 1.6002 2.7279 0.000
C -2.8611 -4.1571 1.7898 0.000
O -2.4764 -2.9563 1.1657 0.000
C -2.4460 -1.8038 2.0268 0.000
C -1.0208 -1.4372 2.4831 0.000
N -0.2545 -1.2348 1.2227 0.000
C 1.1960 -1.4378 1.3378 0.001
C 1.6200 -2.7951 1.9996 0.000
O 1.1007 -3.8287 1.1772 0.000
C 1.0969 -5.1568 1.7036 0.000
H -3.7746 -4.0089 2.3656 0.000
H -2.0522 -4.4857 2.4424 0.000
H -3.0650 -4.9198 1.0382 0.000
H -3.0569 -1.8799 2.9263 0.000
H -2.7425 -0.9407 1.4306 0.000
H -0.7052 -2.3011 3.0680 0.000
H -1.0583 -0.5088 3.0530 0.000
H -0.6260 -1.9367 0.5986 0.000
H 1.7283 -0.6136 1.8125 0.000
H 1.6101 -1.4870 0.3307 0.001
H 1.2558 -2.6924 3.0218 0.000
H 2.7086 -2.8494 1.9910 0.000
H 0.2322 -5.3299 2.3443 0.000
H 1.9112 -5.2478 2.4225 0.000
H 1.1731 -5.8911 0.9017 0.000
C 6.3086 4.4851 -0.6266 0.000
O 5.8916 3.8041 0.5318 0.000
C 4.5788 4.0893 0.9988 0.000
C 4.2962 3.4065 2.3340 0.000
N 4.2083 1.9912 2.0358 0.000
C 4.1716 1.1612 3.2147 0.000
C 4.3988 -0.3263 2.9011 0.000
O 3.9310 -1.1500 3.9496 0.000
C 4.7853 -1.1819 5.0418 0.000
H 5.7798 4.1405 -1.5154 0.000
H 7.3614 4.2221 -0.7288 0.000
H 6.2443 5.5685 -0.5259 0.000
H 3.8318 3.8778 0.2336 0.000
H 4.5282 5.1520 1.2357 0.000
H 3.3699 3.7743 2.7752 0.000
H 5.0542 3.6843 3.0664 0.000
H 3.3227 1.9113 1.5567 0.000
H 3.2110 1.2595 3.7204 0.000
H 4.9696 1.3927 3.9201 0.000
H 5.4313 -0.5336 2.6197 0.000
H 3.7521 -0.5127 2.0437 0.000
H 4.3271 -1.8641 5.7578 0.000
H 4.7817 -0.2179 5.5505 0.000
H 5.8014 -1.5540 4.9106 0.000
C 1.2651 -0.9172 -6.9001 0.023
O 1.7809 -0.2259 -5.8209 0.062
C 2.1990 1.0820 -6.1689 0.012
C 2.9376 1.6882 -4.9934 0.016
N 2.0597 1.9435 -3.8563 0.016
C 0.8474 2.7753 -3.9657 0.013
C 1.0881 4.1743 -4.5623 0.001
O -0.1947 4.8478 -4.8361 0.001
C -0.1761 6.0872 -5.5563 0.000
H 2.0253 -0.9274 -7.6812 0.003
H 0.3872 -0.4057 -7.2949 0.005
H 0.9615 -1.9468 -6.7110 0.004
H 1.3558 1.6974 -6.4826 0.003
H 2.9454 0.9755 -6.9562 0.001
H 3.4264 2.5774 -5.3916 0.002
H 3.7456 1.0445 -4.6455 0.005
H 2.5171 2.1320 -2.9757 0.002
H 0.2715 2.8085 -3.0409 0.000
H 0.2665 2.2077 -4.6927 0.010
H 1.6483 4.2759 -5.4918 0.000
H 1.6804 4.7042 -3.8163 0.001
H -1.2120 6.3290 -5.7939 0.000
H 0.3950 5.9063 -6.4669 0.000
H 0.2609 6.8988 -4.9745 0.000
C -5.4609 -1.5105 -0.4286 0.000
O -5.5728 -0.6925 0.7590 0.000
C -6.5353 -1.1923 1.6894 0.000
C -6.6143 -0.1839 2.8853 0.000
N -5.4401 -0.2515 3.7068 0.000
C -5.2752 0.9137 4.6040 0.000
C -4.1563 0.6945 5.6666 0.000
O -2.8949 0.3613 5.0175 0.000
C -1.7457 0.6144 5.8482 0.000
H -5.1222 -2.5148 -0.1738 0.000
H -4.8428 -1.0289 -1.1864 0.000
H -6.4765 -1.7601 -0.7358 0.000
H -6.3308 -2.2321 1.9443 0.000
H -7.4896 -1.1465 1.1646 0.000
H -7.4289 -0.4729 3.5493 0.000
H -6.7295 0.8333 2.5110 0.000
H -4.5989 -0.4867 3.1998 0.000
H -6.2292 1.1177 5.0902 0.000
H -4.9146 1.7768 4.0444 0.000
H -4.4743 -0.0645 6.3815 0.000
H -4.1742 1.6698 6.1531 0.000
H -1.7314 1.6675 6.1292 0.000
H -0.7851 0.3542 5.4035 0.000
H -1.8531 0.0673 6.7848 0.000
```

Summary:
Calculated total energy ... -5097.459380 Eh
Net charge ... -1
Frontier orbital gap (spin up / spin down) ... 2.451 / 7.205 eV
HOMO level (spin up / spin down) ... -0.46 / -5.22 eV
2S+1 ... 4
Expectation value of S² ... 3.7521